Formula: C33H37N10O2S2Ti
Source: OMol25
Level of theory: ωB97M-V with the def2-TZVPD basis set

The geometry in XYZ format:
```
85
Properties=species:S:1:pos:R:3:lowdin_charge:R:1
Ti 0.096 -0.656 1.079 1.213
C 2.668 -2.328 0.630 -0.139
C 1.999 -3.594 1.119 -0.084
C 0.578 -3.791 0.672 -0.223
C 0.140 -5.087 0.438 0.026
C -1.156 -5.323 0.017 0.016
C -1.986 -4.233 -0.193 -0.003
C -1.496 -2.971 0.042 -0.087
N -0.240 -2.732 0.494 0.025
N 2.203 -1.097 1.330 -0.222
C 2.946 0.075 0.775 -0.105
C 2.335 1.309 1.362 -0.322
C 3.037 2.466 1.615 -0.002
C 2.363 3.547 2.161 0.018
C 1.010 3.427 2.450 0.012
C 0.371 2.238 2.183 -0.065
N 1.022 1.187 1.642 0.023
C 2.496 -1.192 2.799 -0.071
C 1.311 -1.621 3.619 -0.237
C 1.481 -2.200 4.863 0.028
C 0.361 -2.500 5.622 0.020
C -0.900 -2.218 5.112 0.006
C -0.998 -1.654 3.859 -0.065
N 0.088 -1.360 3.120 0.015
H 2.482 -2.182 -0.432 0.115
H 3.748 -2.405 0.784 0.149
H 2.055 -3.682 2.208 0.131
H 2.581 -4.433 0.738 0.143
H 0.828 -5.909 0.580 0.138
H -1.500 -6.333 -0.161 0.137
H -2.999 -4.348 -0.551 0.130
H -2.125 -2.116 -0.154 0.087
H 2.835 0.083 -0.311 0.092
H 4.008 -0.006 1.014 0.158
H 4.090 2.522 1.377 0.141
H 2.890 4.469 2.365 0.137
H 0.452 4.242 2.887 0.134
H -0.674 2.104 2.413 0.111
H 2.809 -0.208 3.152 0.148
H 3.339 -1.868 2.959 0.152
H 2.477 -2.402 5.235 0.141
H 0.470 -2.947 6.601 0.138
H -1.796 -2.432 5.676 0.132
H -1.954 -1.409 3.421 0.111
N -7.492 -1.343 -0.919 0.181
C -6.260 -0.912 -0.628 -0.271
C -5.531 -1.485 0.444 0.005
C -4.278 -1.033 0.753 -0.068
C -3.708 0.007 -0.002 -0.334
C -4.422 0.594 -1.067 -0.032
C -5.667 0.131 -1.380 0.013
S -2.209 0.688 0.381 0.734
O -1.704 0.074 1.702 -0.405
O -2.208 2.101 0.274 -0.194
N -0.939 0.016 -0.365 -0.205
C -0.411 -0.020 -1.652 -0.486
N 0.766 -0.640 -1.580 0.093
C 1.415 -0.750 -2.741 -0.105
C 0.869 -0.261 -3.915 -0.009
C -0.373 0.347 -3.839 -0.061
N -1.042 0.471 -2.685 0.185
H -7.945 -2.051 -0.367 0.128
H -8.033 -0.918 -1.653 0.130
H -5.988 -2.263 1.041 0.127
H -3.747 -1.453 1.596 0.109
H -3.987 1.409 -1.631 0.127
H -6.220 0.579 -2.195 0.132
H 2.388 -1.228 -2.728 0.128
H 1.394 -0.353 -4.854 0.125
H -0.858 0.748 -4.721 0.131
C 4.096 3.912 -3.435 -0.035
N 2.697 4.278 -3.444 -0.153
C 2.163 5.198 -4.452 -0.093
C 0.716 5.377 -3.989 -0.115
N 0.523 4.155 -3.200 0.019
C 1.717 3.666 -2.784 -0.791
S 1.874 2.454 -1.612 0.693
H 4.705 4.813 -3.376 0.101
H 4.358 3.369 -4.346 0.102
H 4.290 3.284 -2.571 0.051
H 2.225 4.740 -5.443 0.134
H 2.727 6.128 -4.462 0.134
H 0.015 5.434 -4.817 0.123
H 0.603 6.264 -3.362 0.127
H -0.267 4.042 -2.587 0.127
```

Computed properties:
Frontier orbital gap ... 5.21 eV
Electronic energy ... -98584.38260 eV
Charge ... +3
Energy relative to the best compared isomer or geometry (same formula, charge and spin) ... 9.04 kcal per mole
Highest occupied orbital energy ... -14.7401 eV